# 1
Formula: C16H26O10
Source: the Open Molecules 2025 dataset
Level of theory: ωB97M-V/def2-TZVPD

Values from the calculation:
relative energy (zero: lowest compared OMol25 entry of this formula, charge and spin) = 1.2 kcal/mol
SMILES string = CCOC(=O)C(O)(CCC(O)(C(=O)OCC)C(=O)OCC)C(=O)OCC
lowest unoccupied orbital energy = 0.695 eV
electronic energy = -37490.076 eV

Geometry as ORCA input:
```
! wB97M-V def2-TZVPD RIJCOSX def2/J DEFGRID3
* xyz 0 1
H -2.78781 3.92820 1.21317
C 2.33254 -3.15396 -0.43824
C 4.32754 1.59954 -1.14201
C -6.00837 -1.58011 -0.63169
H -5.63788 -2.26896 -1.38568
H 1.18906 -4.44259 -1.71609
H -0.51478 3.80319 -0.84117
C 5.19338 0.46739 -1.67355
H 4.60380 -0.18575 -2.31218
H 0.69629 1.59172 0.70989
C 2.25444 -1.43737 1.18651
H 4.89875 2.22416 -0.44813
H -0.31938 4.19131 0.87641
H 3.92915 2.20897 -1.95526
O -2.02154 2.14015 0.69964
O 3.17257 1.09033 -0.46451
H 1.51035 -2.84253 -2.40183
H -4.92192 -2.50635 1.00050
H 0.30035 -3.02161 -1.13395
H -2.95930 3.51714 -0.52306
O 4.35836 0.81395 1.42028
C 0.78933 0.50875 0.63179
C -5.04351 -1.52144 0.53737
O -1.33526 -0.97397 -0.87157
C -2.28820 3.50230 0.34158
H 6.01973 0.87763 -2.24679
C -0.99746 4.24373 0.02817
H 2.20441 -0.44025 3.23541
H 5.59284 -0.11330 -0.84586
O -2.05628 1.48683 -1.45449
H 0.90147 0.23194 -0.41660
H 3.32852 -3.39488 -0.82231
O 2.32641 -2.18728 2.12685
H -6.98005 -1.91936 -0.28491
C -1.61202 -0.15172 0.22675
C -1.90820 1.26673 -0.27699
C -2.92255 -0.58016 0.92635
C 2.05864 0.07569 1.37923
O -3.14688 -0.42011 2.09473
O 1.96585 0.36173 2.74203
H 2.14319 -3.74421 0.46351
C -0.44744 -0.17118 1.22175
O -3.76662 -1.09487 0.04768
H -1.21971 5.28548 -0.18377
H -0.23481 -1.21904 1.44092
H -0.75709 0.31590 2.14498
H -1.64796 -0.51362 -1.66831
O 2.33137 -1.76381 -0.08598
H -5.37775 -0.81652 1.30615
C 1.26172 -3.38241 -1.49235
C 3.33766 0.71148 0.79786
H -6.11493 -0.59691 -1.08222
*
```

=====

# 2
Formula: C16H26O5SSr
Source: the Open Molecules 2025 dataset
Level of theory: ωB97M-V/def2-TZVPD

Values from the calculation:
relative energy (zero: lowest compared OMol25 entry of this formula, charge and spin) = 0.0 kcal/mol
lowest unoccupied orbital energy = -5.465 eV
electronic energy = -38909.867 eV

Geometry as ORCA input:
```
! wB97M-V def2-TZVPD RIJCOSX def2/J DEFGRID3
* xyz 2 1
O -1.60955 -1.79871 -0.19274
H 1.68567 2.03868 -4.46128
C -1.69184 4.99443 -1.20252
H -3.54795 7.16249 -1.58046
O -2.35862 0.66210 0.78632
H -0.73753 -3.53329 0.41921
S -0.28853 1.79987 -3.21867
O 0.19410 -1.58411 1.96510
H -1.15929 0.02851 3.80750
H -2.99516 2.43550 -3.78586
C -1.26581 2.10378 2.36946
H -0.92285 -3.11930 2.83635
H -3.65010 -2.12196 -0.53294
H -2.42160 -3.37976 0.92228
H -1.32306 5.72623 -0.49326
C 0.67387 -0.93825 3.15798
C -1.04537 -2.28497 2.14009
H 0.46707 3.26871 -4.89416
H 0.17934 3.95249 -1.31883
H -4.31664 0.16498 0.23960
C -2.92951 -1.30498 -0.46841
O -0.17043 1.16907 2.37728
H -2.89578 0.73424 2.77521
H -4.48218 4.22617 -2.95628
H -1.38788 2.57857 3.34471
H -3.34585 2.16987 1.85607
C -1.32873 3.08663 -2.59678
H -3.88853 6.28345 -0.09948
Sr -0.01896 0.11411 0.10093
C -3.01160 5.09338 -1.66348
H -2.86552 -0.83156 -1.44886
C -2.63311 3.15173 -3.05789
O 0.44438 1.23734 -1.98912
H 1.70847 -0.66252 2.95462
H -4.92654 6.06668 -1.51459
C -0.84673 4.00476 -1.66410
H 0.66936 -1.62099 4.01034
C -3.89876 6.20693 -1.18704
C 0.95467 2.74494 -4.07247
H -1.79922 -1.61043 2.55359
C -3.39501 -0.31409 0.57866
H 1.41613 3.44719 -3.38081
H 0.32759 0.78744 4.36809
H -3.60379 -0.81108 1.52948
C -0.14154 0.29017 3.51602
C -2.56368 1.41880 1.99032
H -1.00254 2.87283 1.64216
C -3.46635 4.16026 -2.58792
C -1.48319 -2.83605 0.79961
*
```

=====

# 3
Formula: C16H27AsClF6N2O6P
Source: the Open Molecules 2025 dataset
Level of theory: ωB97M-V/def2-TZVPD

Values from the calculation:
relative energy (zero: lowest compared OMol25 entry of this formula, charge and spin) = 0.0 kcal/mol
lowest unoccupied orbital energy = -3.305 eV
electronic energy = -131247.323 eV

Geometry as ORCA input:
```
! wB97M-V def2-TZVPD RIJCOSX def2/J DEFGRID3
* xyz 0 1
H -1.36861 -0.69593 2.96499
H -0.28606 4.14803 1.39127
H 4.22802 -0.92998 -0.14061
C 0.16210 -0.48766 -1.34292
C 1.07928 -0.86693 -2.56931
C -0.33711 -0.77708 2.50667
H -3.09606 2.70283 1.07122
H -2.77398 6.05221 1.78897
H -0.59421 -2.72305 -2.65507
O 2.65937 -1.03342 1.90750
H 2.17903 6.80900 1.19708
C -0.79160 5.16115 1.44530
F 0.40160 -6.17337 -2.24393
H -2.60582 4.35198 2.34437
C -1.74789 0.20764 0.64460
P 2.05853 -1.54527 0.40827
C -0.97299 -2.90683 3.88778
As 1.03157 -7.35506 -3.41949
H 0.67208 -4.03837 -3.03402
N 3.33607 -0.93362 -0.65551
H -1.33973 -2.07445 4.56710
O -4.44111 0.65735 -1.26888
Cl 0.56192 0.52708 3.45674
H 1.06689 -2.24599 3.44235
H 3.16706 5.57039 0.34915
H -1.62006 3.06615 -0.03154
H 0.95610 4.35959 -0.34663
C -2.74001 3.18623 0.10644
H 3.09393 0.06368 -0.78209
C -3.44914 1.28181 -1.04506
F 2.66305 -7.12798 -2.76787
F 0.74663 -8.65883 -2.25784
H -1.88316 -3.26574 3.33592
C -0.47247 -0.45811 0.98981
H 1.24309 5.97584 -1.08916
C 0.96030 5.47323 -0.11898
O -2.95676 4.58599 0.27248
C 0.08633 -2.25397 2.88572
F -0.60019 -7.57450 -4.06995
O -3.48744 2.67932 -1.00913
C 2.17381 5.73126 0.87113
C -2.10136 0.55607 -0.74473
H -0.41009 5.64462 2.39997
H 0.26917 -2.91518 1.98494
H 1.94775 -0.14063 -2.54387
C -2.35781 5.04930 1.47969
H 2.81937 -0.06691 1.92618
C 0.41489 -3.14327 -2.40296
H 0.56868 -0.68651 -3.55799
F 1.65767 -8.52421 -4.58879
N 0.48637 -0.76855 -0.00337
F 1.31425 -6.03756 -4.57711
H -1.33551 0.37869 -2.82781
H -0.51334 -3.67197 4.55974
O -0.28812 5.95115 0.35945
H 0.45940 -3.52810 -1.33655
C -1.10212 0.15976 -1.75264
H 2.18627 5.01858 1.74709
O 1.51592 -2.20697 -2.55167
H -2.49377 0.46709 1.44359
*
```

=====

# 4
Formula: C16H27BF4FeN2O8PSe
Source: the Open Molecules 2025 dataset
Level of theory: ωB97M-V/def2-TZVPD

Values from the calculation:
relative energy (zero: lowest compared OMol25 entry of this formula, charge and spin) = 11.6 kcal/mol
lowest unoccupied orbital energy (alpha / beta) = 4.428 / 4.426 eV
electronic energy = -156970.882 eV

Geometry as ORCA input:
```
! wB97M-V def2-TZVPD RIJCOSX def2/J DEFGRID3
* xyz -2 6
O 3.07984 -0.78588 2.61944
H 3.32211 -1.08223 5.93896
Fe -1.99876 0.55136 0.45208
N -1.39245 2.62655 2.43813
N -2.29687 2.56535 1.36864
O 2.78253 -1.33358 0.24637
H 2.56057 0.51874 4.13546
C -1.06006 1.15138 -2.20500
C 2.64872 -0.55621 3.96215
C -0.10765 -2.52097 2.32272
O -1.08966 0.38102 2.24273
C 0.36544 -2.45326 -2.01903
C 5.16503 -1.71452 0.44125
H -2.96941 4.13897 -6.05074
H -0.23187 -1.43244 -4.28386
H 0.30823 -4.50017 3.07996
H -3.26028 2.74762 1.62431
F -2.97351 4.61048 -1.18992
H 3.75001 -2.25684 4.67925
C -2.56963 3.69868 -5.13864
H 1.12876 -2.33185 -2.78733
P 1.83955 -0.87897 1.50391
Se -3.70599 -0.99079 0.34931
H -2.03379 3.17778 0.60166
H 5.93247 -2.49339 0.47292
C -0.38506 -4.00413 2.39615
C -0.24907 -1.13353 -1.59934
B -4.17614 3.85306 -1.19137
H -1.85458 4.39007 -4.68383
C -0.86358 1.42514 2.94459
O -1.93094 2.49271 -5.53731
F -5.09759 4.46318 -0.31528
H 3.70203 -2.96763 -0.52669
C 3.64944 -1.19346 4.90278
C -0.60874 -0.14467 -2.60275
H -1.46012 3.38903 3.09128
H 5.34393 -1.08651 -0.43304
O -1.07866 1.54160 -0.97922
O -0.43598 -0.96274 -0.39461
H -1.40552 -4.16903 2.74627
C -1.47703 1.69001 -4.53127
H 1.65320 -0.97575 4.12743
F -4.70024 3.83151 -2.49848
C -0.57511 -0.45217 -3.97508
H -0.74992 -2.03939 1.59090
H -0.98224 0.17971 -5.99064
C -1.49354 2.05324 -3.20960
H 0.80029 -2.91135 -1.13298
C 3.78477 -2.33836 0.36475
H 3.58895 -2.96681 1.23549
H -1.88159 2.99886 -2.85799
H 4.63192 -0.72842 4.79900
C -0.98962 0.43004 -4.93831
H 5.24689 -1.09843 1.33489
H -0.41950 -3.10483 -2.41120
H -3.37440 3.51489 -4.42493
F -3.88922 2.55306 -0.74663
H -0.28669 -2.03097 3.28163
O -0.22478 1.48564 4.00000
O 1.27891 -2.35898 1.95032
H -0.28381 -4.46135 1.41034
*
```

=====

# 5
Formula: C16H27BrN3O5
Source: the Open Molecules 2025 dataset
Level of theory: ωB97M-V/def2-TZVPD

Values from the calculation:
relative energy (zero: lowest compared OMol25 entry of this formula, charge and spin) = 77.4 kcal/mol
SMILES string = CC[C@@H](Br)[C@H]1O[C@@H](CCOC=O)[N@@H+](OC#N)[C@@H]1CCCCNC(C)=O
lowest unoccupied orbital energy = -3.612 eV
electronic energy = -101767.915 eV

Geometry as ORCA input:
```
! wB97M-V def2-TZVPD RIJCOSX def2/J DEFGRID3
* xyz 1 1
H 2.00064 -1.43383 1.14078
H 3.43946 -3.53779 2.33542
H 4.08944 1.98852 -0.36893
H 0.28927 0.11586 1.96409
H -0.69821 0.45632 -0.99376
O 2.33988 -5.59807 0.14940
H 4.44078 3.58712 0.33323
C -3.63965 2.23447 -0.97696
H 3.58195 -3.51097 -0.83916
H 1.61844 -3.42630 -1.89466
H 2.22874 0.09971 0.33264
H 3.34134 -5.28381 2.54832
C 2.62660 -4.56756 0.63585
C -0.51133 0.77131 0.03895
Br 1.59415 1.67825 -2.15362
O -2.75110 -0.12327 0.79545
C -0.08763 2.27900 0.18026
H 2.28520 2.29306 1.23873
O -5.10552 0.40740 -1.50436
C -4.99758 -0.88469 -1.09826
H 2.18261 4.00212 0.82154
H 1.83610 -4.26265 2.64100
C -3.06211 -0.19376 2.07661
H -3.51823 3.09958 -1.64901
H 2.18901 -1.12664 -1.63305
C 1.56277 -3.03981 -0.86238
O -1.24680 2.89924 -0.47058
C 2.80509 -4.41582 2.15051
H 0.69329 -3.53991 -0.41440
H -2.75696 2.85088 0.80625
H -4.53764 2.46147 -0.39365
H 0.03321 2.58572 1.23656
N -3.24135 -0.52681 3.12074
H 0.44010 -1.29643 -1.45591
N -1.90733 0.98704 0.59386
C 0.18146 -0.27262 0.93480
C -3.82185 0.98898 -1.87947
H -3.92137 1.23393 -2.94259
H -1.70181 1.29531 1.55300
O -5.61572 -1.28027 -0.20760
H -0.43623 -1.18216 1.02644
H -4.35449 -1.61233 -1.63424
C 1.40486 -1.50570 -0.96448
H 3.69804 3.46173 -1.28304
H -3.05903 0.20896 -1.73303
C 3.72831 3.02254 -0.27981
C 2.33723 2.99660 0.39469
H 0.88466 3.75488 -0.98158
C 1.55784 -0.77048 0.38571
C -2.41932 2.24134 -0.05826
N 2.82942 -3.37516 -0.17206
C 1.15140 2.76547 -0.58997
*
```

=====

# 6
Formula: C16H27F3MoN6O4
Source: the Open Molecules 2025 dataset
Level of theory: ωB97M-V/def2-TZVPD

Values from the calculation:
lowest unoccupied orbital energy (alpha / beta) = -7.199 / -7.392 eV
electronic energy = -44154.259 eV

Geometry as ORCA input:
```
! wB97M-V def2-TZVPD RIJCOSX def2/J DEFGRID3
* xyz 2 3
C -1.76540 -2.04377 -2.04304
H 5.22840 -2.61547 1.35816
O -2.86540 -1.87037 1.19696
H 3.09600 1.25763 -0.00734
H -3.49460 3.88463 1.58516
C -0.73900 3.87293 -1.99614
H -3.33190 4.24203 -1.29744
H 5.41460 -1.97397 -0.28334
C 2.64160 -1.20437 0.38836
N -0.23790 1.51483 -0.04184
C -2.31700 -2.90797 2.00506
H -3.06040 0.87883 2.11686
O -1.71060 -2.88707 -1.16184
H -1.27080 1.00213 2.24296
H 4.86150 -0.82067 2.64866
H 3.61320 0.37973 2.33076
Mo -0.29350 -0.47377 -0.19564
N -2.18070 2.36183 0.94656
H -1.23170 -2.78967 2.11906
C 4.40770 -0.20047 1.87226
C 4.68570 -2.24887 0.48516
C -3.25220 3.31133 0.68636
C 3.64400 -3.25557 -0.02364
N 1.66810 -0.28387 0.28406
H -1.44390 4.35133 -2.67534
O -0.95890 -1.06957 -2.13044
H 1.23880 1.58453 -1.56724
C -1.23420 2.42263 0.00326
N 2.43410 -2.44577 -0.07444
O -2.47000 -0.19457 -0.21804
C 2.07210 1.12383 0.35496
H 0.04180 4.60023 -1.75654
N 3.89680 -1.06747 0.83516
H -2.42170 5.19213 -0.11344
F -3.27480 -0.78897 -3.35214
C -2.66520 4.17463 -0.43464
C -2.10560 -1.11437 0.50716
C -2.94060 -2.05417 -3.07024
F -2.63390 -2.67417 -4.20364
C 1.21140 -2.88737 -0.66684
H 1.99410 1.49733 1.38516
H 3.88470 -3.64657 -1.01484
H 3.50750 -4.09747 0.66186
H 1.26500 2.96433 -0.41804
H -2.54800 -3.86877 1.54356
H -2.80810 -2.84667 2.97546
H -2.32390 2.21713 3.00556
C -2.21010 1.56373 2.13806
F -3.99610 -2.64997 -2.52644
H -4.14800 2.77183 0.35976
H 0.35460 -2.31787 -0.20294
H 1.19960 -2.75857 -1.76084
C 1.08670 1.89203 -0.52074
H 1.05750 -3.94587 -0.44734
H -0.30600 3.01653 -2.50554
N -1.44660 3.46203 -0.80864
H 5.18140 0.46403 1.48246
*
```

=====

Which value of electronic energy does entry 5 give? -101767.915 eV

=====

Which value of electronic energy does entry 1 give? -37490.076 eV

=====

electronic energy of number 6 (C16H27F3MoN6O4)? -44154.259 eV

=====

Look up the electronic energy of the third one. -131247.323 eV